Molecular formula: C8H10O2
Method: DFT, the ωB97M-V functional and the def2-TZVPD basis

Structure (ORCA input):
```
! RIJCOSX wB97M-V def2-TZVPD def2/J DEFGRID3
* xyz 0 1
C 2.22 -1.46 0.60
C 2.11 -0.35 1.42
C 2.55 0.83 1.08
C 3.02 1.20 -0.20
C 3.14 0.03 -1.11
C 2.73 -1.29 -0.71
H 1.95 -2.50 0.69
H 1.90 -0.50 2.49
H 2.41 1.63 1.87
H 3.21 2.21 -0.51
H 3.85 0.00 -2.12
H 3.10 -2.33 -1.14
C -3.48 1.20 -0.67
C -4.13 -0.03 0.15
O -4.15 -0.04 1.40
O -4.85 -1.09 -0.53
H -3.18 2.03 -0.03
H -2.63 0.57 -1.16
H -4.19 1.52 -1.43
H -5.57 -1.65 -0.08
*
```

SMILES: c1ccccc1.CC(=O)O
E_LUMO: 0.638 eV
ΔE to the lowest compared entry with this formula, charge and spin: 70.47 kcal per mole
HOMO-LUMO gap: 0.36282 Ha
E_HOMO: -9.235 eV

---

Molecular formula: C8H10OS
Method: DFT, the ωB97M-V functional and the def2-TZVPD basis

Structure (ORCA input):
```
! RIJCOSX wB97M-V def2-TZVPD def2/J DEFGRID3
* xyz 0 1
C 1.29 1.27 1.09
C 2.40 0.55 1.01
C -1.19 -2.64 0.53
C -0.69 -1.45 0.86
C -0.32 1.50 -0.96
C -0.35 0.02 -1.48
C -0.02 0.96 0.51
C -0.18 -0.43 0.01
O 2.76 -0.78 -1.34
S 2.40 -0.96 0.13
H 1.44 2.16 1.65
H 3.20 1.05 1.57
H -1.33 -3.40 1.29
H -1.48 -3.06 -0.47
H -0.13 -1.42 1.85
H 0.37 2.15 -1.51
H -1.19 2.14 -0.93
H -1.39 -0.31 -1.79
H 0.47 -0.21 -2.20
H -0.86 1.09 1.29
*
```

E_LUMO (alpha / beta): -0.356 / -0.537 eV
ΔE to the lowest compared entry with this formula, charge and spin: 93.47 kcal per mole
HOMO-LUMO gap (alpha / beta): 0.28757 / 0.25860 Ha
E_HOMO (alpha / beta): -8.181 / -7.574 eV